Record 1
ORCA calculation (ωB97M-V/def2-TZVPD) on C19H28N2O2 in the gas phase.

The HOMO energy is -8.45 eV. The value obtained for the LUMO energy is 0.7 eV. Its molar mass is 316.44 g/mol. Its energy is -27233.87535 eV. Its structure (SMILES) is CNC(=O)N1CCC(C(=O)c2c(C)c(C)c(C)c(C)c2C)CC1. As for the max |F|: 0.73 eV Å⁻¹. Its net charge is 0. The calculation puts the frontier orbital gap at 9.142 eV. As for the spin multiplicity: 1.

```
51
Properties=species:S:1:pos:R:3:forces:R:3
C -4.430418 -2.037963 -0.974028 -0.06 -0.17 0.01
N -3.966190 -0.812218 -0.366057 -0.10 0.19 -0.21
C -2.956396 -0.866923 0.561673 -0.21 0.15 0.11
O -2.519711 -1.919519 0.997627 0.04 -0.36 0.11
N -2.488632 0.333639 1.004861 0.20 0.08 -0.04
C -3.068160 1.632379 0.778307 -0.08 0.25 -0.19
C -2.188749 2.444852 -0.180734 -0.06 -0.01 0.01
C -0.703165 2.117712 0.051887 -0.26 0.11 -0.07
C -0.180392 1.158524 -1.030117 -0.17 0.35 0.12
O -0.767627 1.037765 -2.081349 0.11 -0.04 -0.09
C 1.063428 0.413536 -0.687979 0.51 -0.48 -0.19
C 1.021078 -0.984003 -0.619093 0.07 0.25 0.00
C -0.164883 -1.758256 -1.110504 -0.16 -0.03 0.06
C 2.126049 -1.673333 -0.111349 0.02 0.14 0.04
C 2.037388 -3.162274 0.075454 0.00 0.07 0.00
C 3.293460 -0.986392 0.222374 -0.15 0.06 -0.08
C 4.512738 -1.747403 0.666041 -0.07 0.04 -0.03
C 3.348219 0.404559 0.095393 -0.15 -0.01 0.01
C 4.591533 1.151395 0.496798 -0.08 -0.04 -0.06
C 2.243407 1.103186 -0.387408 -0.10 -0.13 -0.06
C 2.363174 2.572604 -0.695890 -0.03 -0.05 0.08
C -0.468305 1.627595 1.484452 -0.05 0.03 -0.05
C -1.276987 0.362902 1.796741 0.19 -0.23 0.23
H -4.213847 -2.849662 -0.282174 -0.07 0.00 -0.11
H -5.505868 -1.976804 -1.143450 0.02 -0.07 -0.03
H -3.926337 -2.241256 -1.923626 -0.02 -0.04 0.05
H -4.013602 0.003409 -0.954657 0.08 0.02 0.11
H -3.125682 2.141487 1.748840 -0.10 -0.04 -0.06
H -4.087488 1.540015 0.403197 0.05 0.02 0.11
H -2.428166 2.199576 -1.218062 -0.02 0.09 0.08
H -2.379687 3.508626 -0.034415 0.00 0.04 -0.01
H -0.126885 3.037248 -0.084527 0.03 -0.06 -0.02
H -0.827595 -1.131076 -1.696797 -0.03 -0.09 -0.02
H -0.738307 -2.184026 -0.287245 0.00 -0.09 -0.02
H 0.170823 -2.575304 -1.746521 -0.01 -0.07 -0.06
H 2.377846 -3.687161 -0.818168 0.02 -0.15 -0.04
H 2.644428 -3.485196 0.916365 0.03 -0.09 0.02
H 1.012385 -3.461196 0.272611 -0.04 -0.09 0.00
H 4.541145 -2.730881 0.206600 0.05 -0.08 0.03
H 4.516623 -1.875103 1.749455 0.10 -0.07 0.09
H 5.421375 -1.226026 0.380561 0.09 -0.01 0.03
H 5.320690 1.158802 -0.314533 0.16 0.05 -0.01
H 5.051622 0.687638 1.365340 0.09 0.02 0.03
H 4.362998 2.180327 0.756417 0.05 0.08 0.02
H 2.280237 3.185711 0.202593 0.01 0.14 0.03
H 3.329609 2.775574 -1.152917 0.02 0.09 -0.01
H 1.598616 2.878849 -1.404945 0.00 0.11 -0.03
H 0.589598 1.424398 1.648534 -0.01 0.04 0.10
H -0.760923 2.432140 2.163105 0.05 0.03 0.00
H -1.519097 0.329034 2.868188 0.08 -0.05 -0.07
H -0.707331 -0.536385 1.557532 -0.03 0.10 0.09
```
Positions in Å, forces in eV/Å.

Here are the Mulliken charges for atoms 1 to 8, given in e:
1 C -0.979
2 N -0.219
3 C 0.650
4 O -0.720
5 N 0.275
6 C -1.209
7 C -0.880
8 C 0.362

---

Record 2
ORCA calculation (ωB97M-V/def2-TZVPD) on C19H28N2O4S in the gas phase.

The HOMO energy is -8.37 eV. The value obtained for the LUMO energy is 0.5 eV. Its molar mass is 380.51 g/mol. Its energy is -42163.06871 eV. Its structure (SMILES) is COc1ccc(NC(=O)CC2CCCC2)cc1S(=O)(=O)N1CCCCC1. As for the max |F|: 1.07 eV Å⁻¹. Its net charge is 0. The calculation puts the frontier orbital gap at 8.865 eV. As for the spin multiplicity: 1.

```
54
Properties=species:S:1:pos:R:3:forces:R:3
C -1.620888 3.203858 3.631902 -0.12 0.17 0.04
O -0.678762 2.331913 3.051794 -0.01 -0.07 -0.14
C -1.025467 1.630011 1.950635 -0.14 0.06 -0.04
C -2.211054 1.805026 1.236283 0.13 0.10 0.30
C -2.443190 1.093240 0.073598 0.26 -0.21 -0.12
C -1.506207 0.186052 -0.410313 0.15 0.32 0.38
N -1.760785 -0.499552 -1.603971 -0.41 -0.02 -0.02
C -0.818083 -0.958211 -2.485439 -0.55 0.10 -0.37
O 0.370840 -0.813831 -2.322176 0.39 -0.06 0.06
C -1.401819 -1.686839 -3.679728 0.45 -0.17 0.05
C -1.019797 -3.171730 -3.607124 -0.03 0.18 -0.06
C -1.693028 -3.902026 -2.424822 -0.03 -0.07 0.03
C -2.664627 -4.901943 -3.054237 0.11 -0.10 0.04
C -1.977400 -5.277639 -4.362398 -0.16 0.08 -0.07
C -1.462091 -3.933527 -4.870541 0.12 -0.13 0.04
C -0.346840 -0.032357 0.328698 -0.13 -0.15 -0.17
C -0.115925 0.678537 1.484201 0.46 -0.03 0.56
S 1.406649 0.290879 2.375778 0.34 -0.08 0.33
O 1.218736 0.535506 3.773400 -0.14 0.23 -0.23
O 1.792950 -1.028539 1.968484 -0.06 0.09 -0.40
N 2.576748 1.326192 1.839285 -0.63 -0.76 0.43
C 2.460298 2.716799 2.199842 -0.34 0.60 0.27
C 1.832028 3.558583 1.086273 0.30 -0.02 0.01
C 2.589934 3.343169 -0.221807 -0.28 -0.08 -0.04
C 2.588056 1.858098 -0.576368 0.24 0.14 0.14
C 3.206961 1.056770 0.569190 0.05 -0.34 -0.67
H -1.856372 4.041590 2.966323 -0.01 -0.05 0.03
H -1.145156 3.582634 4.534467 -0.08 0.01 -0.05
H -2.542048 2.679587 3.902391 0.03 0.00 -0.03
H -2.958478 2.503957 1.575962 -0.03 0.08 0.06
H -3.366601 1.251695 -0.465522 -0.08 0.04 -0.08
H -2.728061 -0.520680 -1.893622 0.23 -0.12 -0.03
H -0.962378 -1.257371 -4.582393 -0.06 0.09 0.02
H -2.486741 -1.580294 -3.727936 -0.07 -0.01 -0.03
H 0.066054 -3.220509 -3.499643 -0.06 0.04 -0.02
H -0.940619 -4.435702 -1.844524 0.00 0.01 0.07
H -2.197759 -3.212317 -1.749071 0.03 0.02 0.11
H -3.621256 -4.420620 -3.266897 -0.08 0.00 -0.01
H -2.849904 -5.760899 -2.411461 -0.10 -0.01 0.04
H -2.648690 -5.761602 -5.070505 0.03 -0.10 -0.03
H -1.141773 -5.949236 -4.161680 0.04 -0.08 0.00
H -0.650257 -4.042161 -5.587574 0.00 0.07 -0.10
H -2.276193 -3.396094 -5.361070 -0.04 0.04 -0.06
H 0.382541 -0.762211 0.020997 -0.01 -0.07 -0.08
H 1.860910 2.749988 3.109842 0.16 0.23 0.02
H 3.465205 3.096669 2.421331 -0.05 -0.05 0.03
H 0.789902 3.266276 0.947967 -0.06 0.06 0.02
H 1.856833 4.610940 1.375082 -0.07 0.02 0.04
H 2.129159 3.923991 -1.023530 0.08 0.04 -0.01
H 3.620490 3.687680 -0.104662 0.08 0.07 -0.04
H 1.566080 1.519143 -0.753104 0.00 -0.03 -0.08
H 3.161325 1.680870 -1.486955 -0.03 -0.06 -0.05
H 3.116472 -0.015275 0.397728 0.23 0.06 -0.12
H 4.270077 1.310315 0.662917 -0.05 -0.05 0.03
```
Positions in Å, forces in eV/Å.

Here are the Mulliken charges for atoms 1 to 8, given in e:
1 C -1.061
2 O -0.273
3 C 0.179
4 C -0.808
5 C -1.034
6 C -0.093
7 N -0.003
8 C 0.468

---

Record 3
ORCA calculation (ωB97M-V/def2-TZVPD) on C19H28N2O5 in the gas phase.

The HOMO energy is -7.85 eV. The value obtained for the LUMO energy is 0.8 eV. Its molar mass is 364.44 g/mol. Its energy is -33375.28525 eV. Its structure (SMILES) is COCCCNC(=O)[C@@H]1CC(=O)N(CCc2ccc(OC)c(OC)c2)C1. As for the max |F|: 0.70 eV Å⁻¹. Its net charge is 0. The calculation puts the frontier orbital gap at 8.636 eV. As for the spin multiplicity: 1.

```
54
Properties=species:S:1:pos:R:3:forces:R:3
C -0.290860 -1.952752 -0.498149 0.09 -0.01 0.11
O -1.659333 -1.900082 -0.822296 -0.24 0.00 -0.15
C -2.451349 -2.644868 0.079919 -0.15 -0.21 -0.01
C -3.923194 -2.490670 -0.294691 0.32 0.32 0.25
C -4.533844 -1.201024 0.258816 -0.13 -0.32 0.00
N -3.856615 -0.016007 -0.211571 -0.29 -0.09 -0.20
C -2.992778 0.675610 0.560738 -0.05 0.54 -0.44
O -2.812826 0.444970 1.737594 0.13 -0.16 0.39
C -2.318998 1.834770 -0.177558 0.10 -0.10 0.22
C -1.535225 1.378612 -1.415672 0.05 0.01 -0.09
C -0.187979 2.074725 -1.317814 -0.29 -0.03 -0.23
O 0.685701 2.059348 -2.162607 0.23 -0.06 -0.33
N -0.133066 2.729144 -0.146009 -0.10 0.23 0.17
C 0.991545 3.521345 0.275188 0.26 0.05 0.04
C 1.725865 2.923977 1.484970 -0.06 0.02 -0.18
C 2.024456 1.457597 1.319975 -0.02 0.00 0.12
C 1.738341 0.553774 2.329484 0.03 0.05 -0.09
C 2.033776 -0.784921 2.161175 0.13 -0.13 -0.24
C 2.576856 -1.274038 0.977896 0.03 0.03 0.21
O 2.768778 -2.628118 0.966822 -0.30 0.32 0.08
C 3.527778 -3.243322 -0.048603 0.24 -0.34 -0.27
C 2.830553 -0.368331 -0.068471 0.09 -0.11 -0.11
O 3.293831 -0.854509 -1.264086 -0.14 -0.19 0.50
C 3.410343 0.037141 -2.351329 -0.03 0.18 -0.26
C 2.583349 0.981013 0.142173 0.03 -0.07 0.00
C -1.277288 2.533015 0.708445 -0.14 -0.09 0.40
H 0.246862 -1.418988 -1.279517 0.10 0.02 0.01
H 0.064698 -2.988452 -0.456557 0.05 0.00 0.00
H -0.097539 -1.476556 0.469693 0.02 0.00 -0.03
H -2.157016 -3.704886 0.028433 0.00 0.10 0.03
H -2.279750 -2.292134 1.107034 0.00 -0.04 -0.03
H -3.998903 -2.501475 -1.383667 -0.05 -0.12 -0.05
H -4.485457 -3.336779 0.100614 -0.05 -0.06 -0.04
H -4.455878 -1.189091 1.348448 -0.11 -0.01 -0.12
H -5.589731 -1.141901 -0.025248 0.06 0.00 0.12
H -3.840647 0.131150 -1.208221 0.10 0.09 0.07
H -3.107786 2.537187 -0.463510 0.08 -0.06 0.04
H -1.376961 0.299608 -1.419852 0.00 0.01 -0.05
H -2.013604 1.652422 -2.356586 0.08 -0.02 -0.01
H 1.657758 3.588084 -0.587475 -0.07 0.06 0.08
H 0.644279 4.531348 0.526085 0.06 -0.06 -0.08
H 1.122668 3.065407 2.383617 0.06 0.02 0.05
H 2.657445 3.480640 1.620077 -0.06 0.08 0.07
H 1.293768 0.889286 3.254487 -0.06 0.06 0.10
H 1.831375 -1.498389 2.944399 -0.02 -0.11 0.08
H 3.652673 -4.276821 0.276063 0.02 0.06 -0.04
H 4.509039 -2.776482 -0.157503 -0.05 -0.03 -0.01
H 3.012350 -3.222710 -1.010995 0.08 -0.02 0.08
H 4.225676 0.751237 -2.195911 -0.03 -0.01 0.01
H 2.478778 0.580045 -2.534904 0.06 -0.02 0.03
H 3.644870 -0.588783 -3.211389 0.02 0.07 0.02
H 2.803943 1.679231 -0.646365 -0.02 0.05 -0.18
H -1.028664 1.887639 1.560206 -0.06 0.15 -0.06
H -1.632066 3.493749 1.094225 0.00 -0.06 0.00
```
Positions in Å, forces in eV/Å.

Here are the Mulliken charges for atoms 1 to 8, given in e:
1 C -0.938
2 O -0.439
3 C -0.555
4 C -0.644
5 C -0.912
6 N -0.067
7 C 0.163
8 O -0.682